[1]
C6H37O15 | the ωB97M-V functional and the def2-TZVPD basis

Geometry as XYZ:
```
58
Properties=species:S:1:pos:R:3
O 1.898 0.801 -1.923
C 1.034 1.469 -1.288
O 0.218 2.236 -1.872
C 1.206 1.278 0.232
C -0.089 0.632 0.696
C 0.024 -0.941 0.659
C 0.743 -1.337 2.056
C 1.748 -2.525 1.757
H 2.030 0.577 0.453
H 1.365 2.243 0.656
H -0.455 1.091 1.605
H -0.791 0.762 -0.107
H -1.067 -1.387 0.537
H 0.638 -1.199 -0.248
H 1.177 -0.491 2.427
H -0.150 -1.759 2.730
H 1.338 -3.571 1.891
H 2.101 -2.494 0.754
H 2.666 -2.534 2.410
H 0.301 1.195 -4.521
H 0.410 2.353 -3.683
O 0.070 2.076 -4.560
H -3.269 2.007 -0.890
H -2.432 1.021 -1.800
O -3.257 1.143 -1.290
H -4.212 -1.537 -0.483
H -4.375 -0.047 -0.405
O -4.906 -0.853 -0.333
H -3.430 -1.874 -2.113
H -2.985 -3.197 -1.434
O -3.724 -2.704 -1.854
H -1.654 2.994 -3.892
H -1.244 3.075 -2.543
O -2.097 2.921 -3.007
H 1.040 1.752 4.024
H 0.399 0.502 4.651
O 0.273 1.415 4.377
H -0.594 -3.785 1.415
H -2.033 -3.776 2.161
O -1.049 -3.502 2.235
H 4.475 0.366 -1.257
H 3.109 -0.254 -1.482
O 4.064 -0.471 -1.079
H 4.229 -0.814 0.532
H 4.688 -1.780 1.616
O 4.701 -0.869 1.425
H -2.732 0.066 -3.967
H -1.352 0.379 -3.130
O -1.919 -0.391 -3.568
H -0.755 2.703 2.507
H -1.136 3.916 1.552
O -0.762 3.763 2.452
H 3.339 2.246 3.312
H 2.527 3.410 3.202
O 2.550 2.464 2.977
H -0.921 -2.441 -1.941
H 0.002 -3.338 -1.377
O -0.979 -2.981 -1.251
```

Calculated values
Net charge: -1
Spin multiplicity: 1
Lowest unoccupied orbital energy in eV: 2.323
E_HOMO in eV: -6.35

[2]
C6H38N2O12 | the ωB97M-V functional and the def2-TZVPD basis

Geometry as XYZ:
```
58
Properties=species:S:1:pos:R:3
C 0.427 2.366 2.273
C 0.574 1.485 1.031
C 0.073 0.050 1.412
C -0.662 -0.612 0.255
C -1.452 0.003 -0.626
C -0.291 -2.879 1.158
N -0.232 -1.935 0.011
N 1.950 1.304 0.585
H -0.603 2.735 2.299
H 0.692 1.983 3.251
H 0.930 3.323 2.088
H -0.060 1.869 0.247
H 0.968 -0.523 1.643
H -0.625 0.133 2.240
H -1.827 -0.553 -1.476
H -1.723 1.042 -0.555
H 0.688 -3.331 1.248
H -1.127 -3.569 1.042
H -0.632 -2.310 2.025
H -0.574 -2.325 -0.861
H 2.330 2.204 0.333
H 2.623 0.885 1.214
H 4.108 -0.098 3.178
H 2.517 -0.279 3.385
O 3.257 0.328 3.321
H -0.197 3.924 -2.182
H 0.024 2.476 -2.246
O -0.488 3.127 -1.716
H -2.884 3.895 -1.964
H -2.795 2.587 -1.204
O -3.357 3.358 -1.324
H -0.324 -3.571 -3.325
H -1.383 -4.463 -2.903
O -0.856 -3.739 -2.531
H 1.476 -1.161 -0.850
H 2.684 -0.392 -1.445
O 1.980 -1.009 -1.679
H 3.322 1.615 -2.649
H 2.117 1.951 -1.773
O 3.000 2.263 -2.015
H -0.780 0.355 -3.005
H 0.547 -0.122 -2.682
O 0.102 0.727 -2.882
H 2.286 -2.387 -2.880
H 1.748 -3.733 -2.435
O 2.042 -3.265 -3.224
H -3.352 -1.103 0.815
H -3.599 0.366 1.079
O -3.586 -0.505 1.532
H 4.924 -1.266 1.077
H 3.472 -1.822 1.464
O 4.419 -1.901 1.587
H -2.765 -0.525 2.984
H -2.123 0.252 4.199
O -2.094 -0.576 3.711
H -4.589 1.935 -0.623
H -5.226 2.117 0.713
O -4.875 1.416 0.150
```

Calculated values
Net charge: 0
Spin multiplicity: 1
Lowest unoccupied orbital energy in eV: 0.091
E_HOMO in eV: -8.45

[3]
C6H38NO12 | the ωB97M-V functional and the def2-TZVPD basis

Geometry as XYZ:
```
57
Properties=species:S:1:pos:R:3
C 0.638 -1.611 0.698
C 1.908 -1.307 -0.113
C 2.933 -0.795 0.905
C 2.726 0.301 1.628
C 1.730 1.370 1.308
C 4.034 -1.774 1.220
N -0.519 -1.398 -0.207
H 0.549 -0.818 1.430
H 0.750 -2.516 1.289
H 2.215 -2.090 -0.792
H 1.704 -0.444 -0.725
H 3.358 0.436 2.497
H 2.215 2.344 1.211
H 1.063 1.139 0.479
H 1.010 1.568 2.111
H 4.985 -1.525 0.751
H 3.748 -2.801 1.037
H 4.318 -1.695 2.279
H -0.498 -1.978 -1.064
H -1.407 -1.603 0.274
H -0.664 -0.464 -0.622
H -2.144 3.032 0.809
H -1.766 3.763 2.151
O -1.748 3.832 1.192
H -3.921 1.531 -2.488
H -2.708 1.465 -1.626
O -2.958 1.528 -2.563
H -4.218 1.721 0.897
H -3.242 0.640 0.968
O -3.374 1.473 0.477
H -1.188 3.513 -2.415
H -0.879 4.584 -1.507
O -0.676 4.337 -2.424
H -2.407 -0.925 2.957
H -1.139 -1.769 3.094
O -1.967 -1.711 2.597
H 1.158 -2.750 -3.236
H -0.194 -3.465 -3.192
O 0.468 -3.065 -2.618
H 2.496 0.882 -1.700
H 3.956 0.866 -2.081
O 3.146 0.350 -2.175
H -4.259 -2.147 -0.423
H -3.552 -2.956 0.688
O -3.523 -2.123 0.200
H 1.538 -0.292 4.356
H 0.609 -1.266 5.014
O 0.875 -0.961 4.136
H -2.730 1.421 3.865
H -1.262 1.163 4.012
O -1.945 1.235 3.322
H -0.730 1.357 -2.974
H -0.769 -0.136 -3.319
O -0.271 0.523 -2.816
H 2.841 -1.054 -4.346
H 1.578 -0.530 -3.538
O 1.891 -1.116 -4.231
```

Calculated values
Net charge: 0
Spin multiplicity: 2
Lowest unoccupied orbital energy (alpha / beta) in eV: 0.081 / -0.034
E_HOMO (alpha / beta) in eV: -2.59 / -9.33

[4]
C6H38O13 | the ωB97M-V functional and the def2-TZVPD basis

Geometry as XYZ:
```
57
Properties=species:S:1:pos:R:3
O 4.907 1.035 4.186
H 5.388 0.251 4.450
H 5.470 1.762 4.452
O -0.072 -4.963 -1.680
H -0.016 -4.038 -1.438
H -0.503 -5.381 -0.935
O 0.823 5.697 1.397
H 1.566 5.108 1.268
H 1.004 6.442 0.824
O -3.463 1.462 -1.523
H -3.262 2.141 -0.879
H -3.349 1.893 -2.370
O 7.125 0.929 -1.537
H 7.878 0.582 -1.058
H 7.191 0.533 -2.406
O 1.421 1.643 5.538
H 1.197 2.573 5.505
H 2.260 1.582 5.080
O -3.215 4.233 1.482
H -3.349 3.950 2.386
H -2.441 4.794 1.518
O 0.412 0.909 -4.530
H 1.312 1.227 -4.455
H 0.316 0.288 -3.808
O -1.883 -0.150 5.588
H -1.018 0.251 5.670
H -2.444 0.555 5.264
O 3.789 2.687 -4.922
H 4.401 2.635 -5.655
H 4.052 3.474 -4.445
O 4.897 3.058 0.636
H 4.771 2.433 1.350
H 5.302 2.546 -0.063
C -5.167 -3.774 0.173
C -5.103 -3.903 -1.338
C -5.971 -5.020 -1.860
O -5.528 -2.666 -1.849
H -6.184 -3.679 0.554
H -4.642 -2.881 0.513
H -4.715 -4.678 0.579
H -4.115 -3.875 -1.798
H -6.267 -4.993 -2.909
H -6.922 -5.070 -1.328
H -5.445 -5.955 -1.666
H -4.826 -2.121 -1.486
C 2.370 -0.881 -0.755
C 1.031 -0.709 -0.077
C 0.814 0.666 0.545
O 0.020 -0.904 -1.096
H 2.361 -1.745 -1.420
H 3.155 -0.929 0.000
H 2.502 -0.074 -1.476
H 0.773 -1.525 0.598
H -0.133 0.607 1.082
H 0.685 1.460 -0.190
H 1.633 0.944 1.209
H -0.793 -0.434 -0.895
```

Calculated values
Net charge: 0
Spin multiplicity: 1
Lowest unoccupied orbital energy in eV: -0.068
E_HOMO in eV: -9.60

[5]
C6H38O15 | the ωB97M-V functional and the def2-TZVPD basis

Geometry as XYZ:
```
59
Properties=species:S:1:pos:R:3
C -2.140 3.094 -0.842
C -0.683 2.779 -0.961
C 0.264 3.413 -1.633
C 1.149 -0.330 0.353
O 2.405 -0.425 0.987
C 0.820 1.086 0.138
C -0.311 1.511 -0.491
H -2.692 3.230 -1.930
H -2.349 4.070 -0.460
H -2.733 2.410 -0.206
H -0.132 4.311 -2.036
H 1.311 3.213 -1.681
H 1.070 -0.994 -0.483
H 0.458 -0.723 1.253
H 2.671 -1.321 1.019
H 1.749 1.754 0.315
H -1.043 0.704 -0.616
H 1.247 -2.306 -2.306
H 0.596 -3.522 -1.775
O 0.328 -2.667 -2.165
H -0.879 3.621 1.394
H -1.622 3.761 2.804
O -0.916 4.113 2.261
H 2.765 0.234 -2.500
H 2.941 -1.172 -1.559
O 2.465 -0.712 -2.147
H -0.940 -1.868 -0.479
H -2.436 -1.705 -0.229
O -1.676 -1.913 0.204
H 2.011 -4.596 0.389
H 0.964 -3.397 0.803
O 1.774 -3.588 0.231
H -1.205 -0.546 3.018
H -1.766 -0.738 1.631
O -1.914 -0.313 2.464
H -3.351 -2.802 -1.393
H -4.140 -1.382 -1.872
O -3.545 -1.887 -1.401
H -0.703 0.342 -2.443
H -0.733 -1.034 -2.883
O -0.824 -0.248 -3.278
H 0.944 -0.974 3.274
H 0.805 -2.368 3.775
O 0.414 -1.771 3.159
H -0.109 1.320 -4.461
H 0.776 0.284 -3.891
O 0.842 1.168 -4.323
H -2.462 1.299 2.740
H -3.572 2.398 2.356
O -2.758 2.209 2.752
H 4.319 0.070 0.148
H 4.107 1.275 -0.821
O 4.714 0.582 -0.548
H 2.328 -0.034 2.555
H 1.426 1.065 3.216
O 1.974 0.344 3.429
H -0.349 -3.206 2.399
H -1.152 -3.310 1.093
O -0.507 -3.810 1.653
```

Calculated values
Net charge: 0
Spin multiplicity: 1
Lowest unoccupied orbital energy in eV: -0.086
E_HOMO in eV: -9.04

[6]
C6H39NO13 | the ωB97M-V functional and the def2-TZVPD basis

Geometry as XYZ:
```
59
Properties=species:S:1:pos:R:3
C -0.167 -2.047 -2.050
N 0.170 -0.810 -1.202
C 1.233 -1.073 -0.266
C 1.661 0.157 0.548
C 0.521 1.070 0.945
O 0.802 1.769 2.156
C 2.606 -1.627 -0.828
C 0.118 -1.754 -3.492
H 0.575 -2.826 -1.851
H -1.196 -2.294 -1.763
H 0.462 -0.074 -1.840
H 0.837 -1.869 0.400
H 2.197 -0.212 1.438
H 2.292 0.769 -0.092
H -0.450 0.612 1.178
H 0.156 1.766 0.218
H 1.653 2.203 2.238
H 2.694 -2.295 -1.728
H 3.173 -0.810 -1.218
H 3.120 -2.197 -0.053
H -0.389 -0.856 -3.920
H -0.023 -2.664 -4.087
H 1.159 -1.461 -3.806
H -2.675 1.346 1.006
H -2.362 2.726 0.523
O -2.553 2.247 1.362
H -2.012 -3.202 2.217
H -1.496 -1.657 2.584
O -2.106 -2.254 2.155
H -2.803 3.397 -1.741
H -2.964 2.068 -1.100
O -2.306 2.773 -1.176
H 1.806 2.039 -1.962
H 1.180 2.384 -3.266
O 1.706 1.690 -2.855
H 1.115 -3.301 2.152
H 0.953 -2.766 3.490
O 0.798 -3.594 3.008
H 0.683 3.941 -0.433
H -0.259 3.372 -1.225
O 0.611 3.787 -1.386
H -4.192 0.376 -2.564
H -3.245 -0.052 -1.305
O -3.350 0.474 -2.120
H -1.733 1.460 3.343
H -2.056 0.652 4.516
O -1.372 1.299 4.235
H 2.153 4.741 -0.684
H 3.216 3.574 -1.037
O 2.783 4.097 -0.365
H 1.008 0.057 3.068
H 0.153 0.187 4.291
O 0.825 -0.409 3.901
H -2.154 -1.456 0.569
H -1.646 -0.393 -0.589
O -2.399 -0.728 -0.040
H -0.135 -4.438 -0.200
H 0.945 -3.980 0.803
O 0.677 -3.935 -0.104
```

Calculated values
Net charge: 0
Spin multiplicity: 1
Lowest unoccupied orbital energy in eV: 0.197
E_HOMO in eV: -9.17

no.,molar mass (g mol⁻¹)
1,349.347
2,330.372
3,316.365
4,318.357
5,350.355
6,333.372